{
  "formula": "C6H9NO",
  "method": "ωB97M-V/def2-TZVPD",
  "e_lumo_ev": 0.87,
  "charge": 0,
  "total_energy_ha": -363.9570,
  "elements": ["O", "N", "C", "C", "C", "C", "C", "C", "H", "H", "H", "H", "H", "H", "H", "H", "H"],
  "coordinates": [[-1.81722, 0.02413, -1.81833], [-0.93278, -0.87227, 1.74235], [-1.02999, 0.39662, 2.02573], [-0.04729, -0.94837, 0.60687], [0.49410, 0.27978, 0.27864], [-0.09741, 1.16334, 1.23464], [1.84609, -0.41401, -1.64826], [1.48273, 0.52020, -0.79230], [-1.58299, 0.86118, -2.22207], [-1.34712, 0.06568, -0.98272], [1.54844, -1.49644, -1.53662], [0.13145, 2.14979, 1.16963], [0.07531, -1.89602, 0.10559], [1.69717, 1.60527, -0.80061], [2.61186, -0.40712, -2.38083], [-1.55139, 0.65114, 2.96108], [-1.48097, -1.68289, 2.05721]],
  "mulliken_charge": [-0.682, 0.038, -0.572, -0.455, 0.523, -0.693, -0.810, -0.111, 0.308, 0.420, 0.115, 0.480, 0.271, 0.273, 0.312, 0.347, 0.234]
}

---

{
  "formula": "C5H13NOSi",
  "method": "ωB97M-V/def2-TZVPD",
  "e_lumo_ev": 0.31,
  "charge": 0,
  "total_energy_ha": -617.7292,
  "elements": ["Si", "O", "N", "C", "C", "C", "C", "C", "H", "H", "H", "H", "H", "H", "H", "H", "H", "H", "H", "H", "H"],
  "coordinates": [[0.34004, 0.16561, 0.12965], [-2.85492, -0.96001, -0.29489], [-0.83793, 1.14676, -0.54162], [1.47216, 1.45168, 0.96087], [-1.95052, 1.48194, -0.04178], [-2.50782, -1.72794, -1.18280], [-0.04769, -1.13303, 1.65212], [1.31629, -0.67438, -1.21972], [2.48496, 1.36116, 0.56487], [-1.78953, -1.44534, -1.92199], [0.57696, -1.10757, -1.86458], [-3.11683, -2.58145, -1.36481], [1.06236, 2.39490, 0.64405], [-0.30457, -0.73552, 2.59773], [2.12034, -1.39485, -0.96598], [-2.61631, 2.17980, -0.54373], [-2.50133, 1.00240, 0.75035], [-0.74074, -1.85431, 1.31247], [0.79879, -1.61041, 1.80385], [1.64250, 1.39287, 1.92904], [1.77836, 0.03938, -1.94133]],
  "mulliken_charge": [0.482, -0.381, -0.305, -1.352, -0.282, -0.134, -1.307, -0.938, 0.329, 0.187, 0.208, 0.308, 0.321, 0.371, 0.326, 0.280, 0.290, 0.319, 0.500, 0.472, 0.305]
}

---

{
  "formula": "C36H33BrN2O5ReSTe",
  "method": "ωB97M-V/def2-TZVPD",
  "spin_multiplicity": 4,
  "e_lumo_ev": [-7.10, -7.28],
  "charge": 2,
  "total_energy_ha": -5195.2828,
  "elements": ["Re", "Te", "Br", "S", "O", "O", "O", "O", "O", "N", "N", "C", "C", "C", "C", "C", "C", "C", "C", "C", "C", "C", "C", "C", "C", "C", "C", "C", "C", "C", "C", "C", "C", "C", "C", "C", "C", "C", "C", "C", "C", "C", "C", "C", "C", "C", "C", "H", "H", "H", "H", "H", "H", "H", "H", "H", "H", "H", "H", "H", "H", "H", "H", "H", "H", "H", "H", "H", "H", "H", "H", "H", "H", "H", "H", "H", "H", "H", "H", "H"],
  "coordinates": [[1.18699, -0.37319, 0.79042], [0.30050, 2.98020, 2.92163], [-0.47001, -2.82390, -0.65115], [2.00742, 0.33425, 3.70862], [1.24179, -0.13100, -1.12160], [0.73489, 0.82685, 4.25407], [2.53017, 0.62518, -3.83189], [1.73667, -0.85858, 2.82490], [2.74486, 1.34446, 2.96728], [0.44707, 1.61425, 1.20198], [2.02832, -2.28661, 0.41554], [-2.59877, 3.38198, 2.09016], [-0.17139, -1.57332, -4.81915], [-0.41675, -2.68275, -5.61649], [1.41456, 0.17161, -3.92529], [2.12553, -1.56033, -5.54684], [-1.65276, 2.02363, -1.52884], [-1.70163, 0.16676, 1.16603], [1.29373, -3.24889, -0.16298], [-1.74459, 2.98706, 3.11515], [-2.67306, 3.16701, -3.53561], [-2.22213, 2.59200, 4.36545], [-2.68749, -0.96183, 3.06804], [0.60777, 3.97961, 1.06657], [-3.83357, -0.95265, 0.96300], [1.18741, 2.71432, 0.45177], [-0.67917, 1.61404, -3.67587], [-3.58995, 2.58922, 4.58343], [-3.96209, 3.37179, 2.32354], [1.79430, -4.51178, -0.38528], [3.88099, -3.80305, 0.60376], [0.30308, 0.80623, -3.11915], [0.28337, 0.61420, -1.74927], [1.88037, -2.66430, -6.34343], [1.10017, -1.00871, -4.78056], [5.30451, -4.04989, 1.02527], [3.09490, -4.78258, 0.00318], [-0.55911, 0.86136, 0.49458], [-3.78123, -1.32978, 2.29973], [0.60808, -3.22668, -6.37782], [-0.69111, 1.19382, -0.95938], [3.01436, -0.20687, 5.04213], [-1.65509, 2.25156, -2.90088], [-4.45278, 2.97519, 3.56454], [-2.80513, -0.21764, 0.39712], [3.29351, -2.57070, 0.79195], [-1.65882, -0.22011, 2.50643], [2.24453, 2.61044, 0.69220], [-2.62893, -1.25068, 4.10971], [-4.68060, -1.23499, 0.35150], [-0.68093, 1.76307, -4.75092], [5.59563, -5.07889, 0.82583], [-3.61976, 3.14537, -2.99571], [5.43414, -3.86447, 2.09185], [-1.54762, 2.27671, 5.15244], [-2.86408, 0.04376, -0.65074], [-3.98152, 2.28906, 5.54593], [-0.97764, -1.14686, -4.23229], [0.41374, -4.08540, -7.00756], [-2.42741, 2.46753, -0.91044], [-4.58772, -1.90402, 2.73695], [3.50598, -5.77017, -0.16860], [3.84961, -1.75456, 1.23791], [-0.83157, 0.05646, 3.13830], [-4.64407, 3.67841, 1.54151], [2.67506, -3.08500, -6.94467], [-5.52098, 2.97299, 3.73854], [-0.31327, 4.32020, 0.60217], [5.99035, -3.39594, 0.48559], [2.37023, -0.41804, 5.89294], [-2.31890, 4.19972, -3.54232], [1.31342, 4.79922, 1.16906], [-2.21887, 3.69317, 1.12652], [3.70306, 0.60519, 5.26197], [3.55236, -1.10217, 4.73788], [3.10542, -1.10282, -5.50976], [-2.86672, 2.88487, -4.56945], [-1.40816, -3.11543, -5.65368], [1.05222, 2.62141, -0.61999], [1.17429, -5.25953, -0.85744]],
  "lowdin_spin": [2.613, 0.010, 0.048, 0.014, 0.167, 0.001, 0.001, 0.059, 0.020, -0.011, 0.008, 0.000, 0.000, 0.000, 0.001, 0.000, -0.003, 0.019, 0.018, 0.002, 0.002, 0.000, 0.004, -0.001, 0.007, 0.013, -0.004, 0.000, 0.000, -0.001, -0.001, 0.009, 0.010, 0.000, 0.000, -0.001, 0.016, -0.050, -0.010, 0.000, 0.008, 0.000, 0.011, 0.001, -0.010, 0.018, 0.003, 0.003, 0.000, 0.001, 0.000, 0.000, 0.000, 0.000, 0.000, -0.001, 0.000, 0.000, 0.000, 0.000, -0.001, 0.001, 0.004, 0.001, 0.000, 0.000, 0.000, 0.000, 0.000, 0.000, 0.001, -0.001, 0.000, 0.000, 0.000, 0.000, 0.000, 0.000, 0.000, 0.000]
}

---

{
  "formula": "C3H3F2N",
  "method": "ωB97M-V/def2-TZVPD",
  "e_lumo_ev": [-0.38, -0.80],
  "charge": 0,
  "total_energy_ha": -370.4016,
  "elements": ["F", "F", "N", "C", "C", "C", "H", "H", "H"],
  "coordinates": [[1.20314, 1.13463, -0.08097], [3.01686, -0.03593, 0.10689], [-1.76962, -0.58239, -0.12953], [0.96063, -1.18400, -0.03464], [-1.95126, 0.61357, 0.00586], [1.67125, -0.11149, -0.00646], [-2.97088, 1.01592, 0.02325], [1.03220, -2.23592, -0.00693], [-1.19231, 1.38561, 0.12252]],
  "mulliken_charge": [-0.175, -0.220, -0.342, -0.527, -0.124, 0.584, 0.281, 0.335, 0.186]
}

---

{
  "formula": "C5H16NO2",
  "method": "ωB97M-V/def2-TZVPD",
  "e_lumo_ev": -7.82,
  "charge": 1,
  "total_energy_ha": -404.9512,
  "elements": ["O", "O", "N", "C", "C", "C", "C", "C", "H", "H", "H", "H", "H", "H", "H", "H", "H", "H", "H", "H", "H", "H", "H", "H"],
  "coordinates": [[0.99066, 3.35529, 0.13212], [0.77839, -2.35915, 2.79459], [0.44562, -1.31150, -2.71802], [0.27880, 0.47499, 1.37932], [-0.39304, -0.21962, 0.36046], [-0.08244, 0.50166, -1.04732], [-1.93126, -0.31247, 0.62132], [-0.48935, -0.33413, -2.25705], [1.35848, 0.61661, 1.30237], [-2.13481, -0.93458, 1.49569], [1.62597, -2.68559, 3.13087], [-1.44605, -0.85318, -2.09179], [-0.26837, 0.75283, 2.28743], [1.41454, -1.00489, -2.74556], [-2.39233, -0.74590, -0.25287], [0.89945, -1.41372, 2.66772], [-0.11920, -1.28583, 0.26072], [0.35488, -2.21500, -2.26442], [0.79239, 2.46575, 0.46440], [0.64375, 3.98882, 0.76933], [-2.37706, 0.66571, 0.80929], [0.99146, 0.70708, -1.06776], [-0.59424, 1.45713, -1.03810], [-0.79340, 0.36774, -3.04385]],
  "mulliken_charge": [-0.617, -0.590, -0.471, -1.414, 1.465, -0.960, -1.612, -0.772, 0.595, 0.419, 0.337, 0.298, 0.423, 0.266, 0.399, 0.311, 0.294, 0.246, 0.296, 0.334, 0.415, 0.438, 0.548, 0.353]
}

---

{
  "formula": "C2H3BrClP",
  "method": "ωB97M-V/def2-TZVPD",
  "e_lumo_ev": -0.14,
  "charge": 0,
  "total_energy_ha": -3453.4343,
  "elements": ["Br", "Cl", "P", "C", "C", "H", "H", "H"],
  "coordinates": [[-2.24983, 0.52157, -0.21058], [2.32150, 0.44817, -0.25459], [-0.10781, -1.96264, -0.17248], [-0.64001, -0.41752, 0.00050], [0.76053, 1.09464, 0.09620], [0.28150, 1.67636, -0.63922], [-1.13639, -2.86527, -0.03263], [0.77050, 1.50468, 1.21279]],
  "mulliken_charge": [-0.092, -0.124, -0.103, 0.102, -0.441, 0.347, 0.028, 0.283]
}